[1]
16
Properties=species:S:1:pos:R:3:forces:R:3 method="wB97M-V/def2-TZVPD" max_force_ev_per_a=4.4 lumo_ev="0.67 / 0.67" total_charge=0 relative_energy_kj_mol=283.6 e_homo_ev="-7.87 / -7.87" orbital_gap_ev="8.546 / 8.546" e_tot_ha=-2895.31624
C -0.48675 -0.01609 -1.32475 2.35 1.76 2.89
H -2.38735 -0.80230 -1.36168 -0.51 0.11 -0.85
C -1.75206 -0.31289 -0.63549 -1.20 0.10 -2.77
H 0.82087 -1.44452 1.78269 0.16 1.01 -0.29
C 0.45424 0.38969 0.68856 0.00 -1.01 -3.56
H 0.21114 -0.70651 -1.80527 -0.62 0.03 0.25
H -0.35874 1.11189 0.81725 0.69 -0.10 0.50
N -1.82221 -1.32397 0.35230 -1.45 1.02 1.33
H 2.50013 -0.14597 0.35587 0.14 -0.71 -0.72
N 0.20771 -0.92047 1.15315 3.14 2.16 1.12
H -2.31320 0.64389 -0.48087 0.48 -0.86 0.71
H 2.48587 1.17527 1.32460 -0.35 0.64 1.05
C 1.93504 0.74976 0.51001 -1.29 -0.54 0.63
Br -0.60724 1.65331 -2.25384 0.30 -0.19 -0.13
H 2.03953 1.42868 -0.29747 0.13 0.50 -0.95
N -0.92698 -1.47976 1.17493 -1.96 -3.91 0.77

=====

[2]
113
Properties=species:S:1:pos:R:3:forces:R:3 method="wB97M-V/def2-TZVPD" max_force_ev_per_a=14.6 lumo_ev=-5.93 total_charge=+1 relative_energy_kj_mol=0.0 e_homo_ev=-9.52 orbital_gap_ev=3.592 e_tot_ha=-2443.96536
H 1.64057 2.54178 2.77992 -0.38 -1.04 0.03
H 2.44128 -3.91412 1.49642 5.98 2.19 1.71
H 3.97179 -3.68267 -0.94591 0.32 0.02 0.06
C -2.84442 -0.99652 -5.32387 0.86 0.97 0.18
H 7.52537 -1.43247 1.15164 -1.49 -1.61 -1.74
H 6.98059 2.18799 -3.18774 -4.33 -0.94 0.91
C -0.81479 -3.05752 -2.49027 5.78 0.00 -0.29
N -5.99050 -0.60748 1.15737 -1.76 -0.93 -3.51
O 6.18320 3.33021 -1.13765 -0.88 -2.04 -0.69
C 4.93532 -3.40507 -0.53045 5.48 2.06 2.24
C -0.69463 -4.76719 0.72736 5.45 -0.33 1.58
C 0.82029 6.74843 6.24240 -0.25 -8.83 -1.51
H 4.69969 -1.15840 0.21124 -0.85 1.42 0.12
H -1.94118 -0.91811 -6.16550 -2.99 -0.71 2.37
C -1.53611 -2.71790 4.15647 -0.16 10.12 1.07
C 6.20089 -4.25637 -0.39533 -4.18 2.32 0.56
H 5.20614 1.01393 -3.03066 1.10 1.32 -0.18
H -2.17109 2.16658 -1.74233 -2.76 -1.59 -3.08
H 1.77968 2.81450 -6.40337 -1.53 0.22 1.27
H -2.17221 -0.55189 -0.99656 -0.37 1.10 -0.52
C -3.81473 -1.91560 -4.83871 0.11 4.22 1.82
H -5.23190 -1.72481 -3.02768 -1.59 -0.97 1.24
C -3.13341 -1.34439 5.08571 3.58 1.95 -1.54
H -6.82051 -0.01812 0.96664 0.86 -0.20 1.58
H -1.74450 -1.50329 -3.43299 0.10 0.11 -0.42
H 1.06448 -4.18913 -1.62269 -0.35 0.34 -0.35
H 6.24249 -5.41562 -0.56356 0.47 2.77 0.43
H 1.91391 3.24985 -0.95505 -1.86 -0.30 0.89
H 0.74585 3.70890 1.94358 -1.99 2.05 0.72
H -2.07885 0.70521 4.46730 0.43 -2.82 0.55
H -0.11684 -1.12987 3.56604 6.19 1.66 -3.08
H -6.18770 -1.26081 -0.80353 -4.52 1.35 -7.77
C 0.21940 -3.69280 1.27028 4.05 -7.40 -2.63
H -0.47860 -0.48069 -0.74351 0.73 0.12 -0.26
C 0.78208 3.09182 -5.90955 0.20 2.41 0.59
C 5.68193 2.04942 -2.99817 4.81 -3.76 1.78
C -1.40840 -0.14588 -0.33510 -0.98 -1.12 1.87
C 0.32589 -1.48615 -3.65560 3.25 -7.12 4.37
C -5.78431 -1.37910 0.01605 10.25 -3.18 9.84
C 0.03927 -6.01404 0.54889 -0.80 3.36 1.60
H -2.87814 2.64002 1.36686 -0.09 -0.95 -0.92
C 0.93500 2.15859 0.61036 2.22 0.60 1.14
H 0.44510 4.08876 -0.32338 0.32 -0.07 0.79
N -0.11100 1.90031 -5.73228 3.75 3.08 -0.75
H -1.11139 4.11837 5.81101 -2.08 -1.56 -0.14
H -0.09686 3.19819 -2.65830 0.01 0.46 1.86
C -1.96987 -0.47168 4.57699 -2.18 -1.09 -0.20
N 7.13287 -3.44983 0.27813 -0.09 -0.81 -1.09
C 0.83239 3.09044 -0.55065 1.70 1.63 -2.62
H -1.01274 -3.47065 3.89761 2.75 -5.93 -1.48
H 2.79705 5.79511 5.93610 2.78 0.55 -0.06
H 1.48770 3.33796 5.49806 -0.34 2.33 0.72
H 5.24983 2.67487 -3.63153 -1.96 2.43 -3.24
H -2.24011 0.89299 -4.29058 0.05 -0.48 -0.91
C -0.30645 4.72346 5.95725 5.63 0.04 -0.52
N -0.85335 -1.95896 -3.31258 -1.33 -1.08 1.76
H -3.78656 0.57795 -2.48978 -0.62 -1.02 -2.34
H -3.04707 -3.57790 4.94128 -1.34 0.50 0.73
H -3.60750 1.58335 0.20177 -5.90 0.03 -6.11
H -3.12172 -2.09900 2.14933 -1.94 0.80 -0.10
N 5.30529 2.66091 -1.72751 2.13 4.35 1.52
H -1.22507 6.44142 6.48675 -3.88 1.82 1.11
H 0.47235 -0.67453 -4.14379 0.73 5.03 -3.45
C -1.52379 2.46361 -1.05358 4.95 1.06 1.42
H -1.67355 -0.84349 0.56098 0.87 1.70 -0.92
H -0.29149 -7.09041 0.35682 0.64 2.02 0.14
H 2.01347 0.43381 1.20521 -0.35 -0.93 2.13
C -5.15032 -0.77878 2.21179 3.11 -4.17 -5.80
H -4.09641 -1.02713 5.55891 1.25 -0.75 -0.56
H 8.03741 -3.85027 0.48002 0.01 0.26 0.06
H 2.29963 -2.25025 -3.11179 6.49 0.81 -0.56
N -0.44304 6.02393 6.20248 5.79 0.73 -0.75
C 1.13640 4.40193 5.78974 -3.20 0.92 0.25
H -3.37104 0.85343 1.65140 2.19 1.66 -2.01
H -1.61822 -3.19832 -1.86047 -1.71 -0.99 0.85
N -0.37819 1.61014 0.98341 -1.73 -3.42 6.68
C -1.50182 1.40534 0.07578 -2.89 -0.20 0.10
N -2.89988 0.13618 -4.44015 -0.96 -1.54 0.18
C 0.64726 -3.41375 -2.26837 -2.86 3.36 -2.28
N -2.70754 -2.63806 4.81179 0.60 -0.14 -0.60
C 5.33557 -1.96108 0.05477 5.11 -6.63 -0.63
H -4.07271 -2.85374 -5.17094 -0.24 -1.79 -1.09
C 1.62208 -4.32706 1.24102 -12.30 -3.65 -1.67
C -0.93458 -1.34750 3.98573 -11.12 -3.52 5.06
C 1.79357 5.67135 6.01386 -4.64 0.69 -0.03
H 2.86757 1.06805 0.07461 0.94 1.35 -1.33
H 0.90803 7.70209 6.53051 0.18 3.26 0.90
O 4.13598 2.86662 -1.48135 -0.85 -1.42 -0.09
H 0.14580 1.76124 -2.08072 1.35 -3.66 -0.88
C -4.40956 -2.16034 0.26273 -3.28 3.38 2.58
H -3.74650 -2.83464 -0.41833 -1.70 1.41 1.40
H 0.19586 -2.72025 1.56249 -1.03 2.63 0.48
O -0.55846 1.11768 2.19409 1.41 3.00 -6.50
C -4.11141 -1.73615 1.69631 -0.74 0.11 -1.62
C -3.86307 -0.05286 -3.47709 -0.40 -1.03 2.01
H -1.80759 3.48081 -0.82694 -0.50 0.06 1.17
H -1.66911 -4.60587 0.53891 -3.23 0.27 -0.52
C -0.07247 2.64871 -1.65789 -2.53 1.30 -0.68
N 1.33155 -5.70062 0.96935 1.43 -0.52 -1.45
H 1.30381 0.21000 -0.29363 0.93 0.72 -0.13
O 0.12284 0.94512 -6.34832 -0.01 -3.57 -2.62
C -4.54275 -1.29369 -3.64780 5.36 2.27 -3.68
H 0.69717 3.49928 -4.79650 1.25 -0.55 -2.63
H -5.43293 -0.37148 3.07644 -0.31 1.40 3.43
H 1.99899 -6.46004 0.70627 -0.20 1.49 0.79
C 1.44161 2.97203 1.81293 3.38 0.85 -0.03
O -0.78633 1.98988 -4.78142 -3.63 0.04 3.41
C 1.85124 0.96270 0.32336 -2.33 -1.83 -0.54
H 0.32200 3.90741 -6.55713 0.21 -1.35 0.71
C 6.84753 -2.11989 0.48464 -4.86 0.24 -0.03
C 1.35870 -2.39362 -3.06002 -9.94 -0.50 0.68
C -2.90867 1.65238 0.81534 5.66 -0.93 8.49
H 2.43220 3.62280 1.69806 -1.89 -1.73 -0.81

=====

[3]
11
Properties=species:S:1:pos:R:3:forces:R:3 method="wB97M-V/def2-TZVPD" max_force_ev_per_a=4.1 lumo_ev=-4.04 total_charge=+1 relative_energy_kj_mol=53.9 e_homo_ev=-14.48 orbital_gap_ev=10.440 e_tot_ha=-530.39017
H 0.17568 1.96977 -0.78527 -0.40 0.49 0.89
C 0.60169 -1.02092 -0.13117 1.58 -0.17 -1.10
N -0.65483 -1.20672 0.11532 -0.48 2.64 0.24
H 1.21324 -1.89739 -0.22446 0.58 -0.14 -0.10
P -1.71278 0.25927 -0.17474 2.23 0.34 0.14
H 1.83655 0.55678 -0.74446 2.83 -0.07 -0.83
N 1.03401 0.18742 -0.37564 -3.56 -0.10 1.95
H 0.26785 1.52838 1.16239 -0.73 -0.30 -3.13
C 0.04444 1.22168 0.00465 -0.23 -0.28 1.14
H -1.88286 0.52438 1.16450 -0.60 -0.06 0.75
H -0.92299 -2.12265 -0.01113 -1.23 -2.34 0.05

=====

[4]
27
Properties=species:S:1:pos:R:3:forces:R:3 method="wB97M-V/def2-TZVPD" max_force_ev_per_a=1.0 lumo_ev=0.72 total_charge=0 relative_energy_kj_mol=5.8 e_homo_ev=-9.72 orbital_gap_ev=10.442 e_tot_ha=-390.85347
H -3.85817 -1.23511 0.07806 0.15 -0.31 -0.10
H -0.96739 -0.80728 -0.95546 -0.03 0.08 0.34
C -2.14417 -1.87802 2.12540 -0.02 0.01 0.10
H 2.30873 0.38372 -2.82191 0.15 -0.21 -0.30
H -1.54913 -4.13998 0.68587 0.23 0.25 -0.13
C -1.03341 -3.22918 0.33788 0.06 -0.08 -0.05
H -3.76947 -3.01811 0.22769 0.12 0.31 -0.16
H 2.82606 -3.39963 -2.46411 0.06 0.50 -0.10
C 3.09423 -2.33532 -2.57341 0.07 -0.50 0.21
C -1.89087 -1.99182 0.61929 0.00 -0.01 0.01
H 1.65385 0.22637 -4.48194 0.31 -0.26 0.33
H 4.12923 -2.27009 -2.94908 -0.34 0.09 0.19
C -3.22866 -2.11999 -0.11512 -0.09 -0.01 -0.07
O 1.23500 -2.24716 -4.07618 0.77 0.51 0.48
H -1.18878 -1.78490 2.66870 -0.34 -0.03 -0.11
C -1.15723 -0.74008 0.12900 0.05 0.09 -0.05
H -3.06251 -2.20297 -1.20237 -0.13 0.02 0.35
C 2.14643 -1.64811 -3.52917 -0.64 -0.42 -0.37
H -0.06533 -3.15152 0.86075 -0.28 -0.09 -0.18
H 3.40285 -0.01928 -4.18200 -0.30 -0.05 0.26
C 2.39241 -0.17627 -3.76850 -0.21 0.40 -0.29
H 3.04966 -1.85750 -1.58029 0.10 -0.08 -0.37
H -2.67259 -2.77337 2.49383 0.17 0.32 -0.05
H -1.76305 0.16059 0.32496 0.25 -0.24 -0.09
H -0.19055 -0.63394 0.64947 -0.29 0.03 -0.19
H -0.84216 -3.32484 -0.74418 -0.02 -0.03 0.36
H -2.76127 -0.99038 2.34420 0.20 -0.30 0.01